Entry 1:
2 unconnected molecules or ions with the total composition C21H14FNO2 at a distorted geometry, computed with wB97M-V/def2-TZVPD.

Geometry as XYZ:
```
39
Properties=species:S:1:pos:R:3:forces:R:3
F 3.136 2.177 3.067 -0.6 -1.2 -0.1
C 2.640 0.890 3.020 0.1 0.3 -0.3
C 3.548 -0.159 3.189 -0.6 -0.3 -0.2
C 3.081 -1.483 3.087 0.0 0.3 0.3
C 1.740 -1.741 2.872 -0.7 0.9 -0.3
C 0.818 -0.670 2.694 2.1 0.9 0.2
C -0.529 -1.059 2.486 0.0 -1.6 -1.3
C -1.724 -0.353 2.778 -1.6 0.6 0.0
C -2.901 -1.162 2.734 0.4 0.7 0.1
C -4.147 -0.612 2.987 0.3 0.6 0.0
C -4.253 0.782 3.180 0.1 -0.3 0.0
C -3.114 1.599 3.220 0.3 -0.3 0.0
C -1.839 1.037 3.092 -0.6 -0.8 -0.5
C 1.295 0.681 2.720 0.3 -0.7 0.0
H 4.600 0.051 3.347 -0.1 0.1 0.0
H 3.746 -2.333 3.211 0.1 0.3 -0.1
H 1.328 -2.746 2.766 0.4 0.2 0.1
H -0.645 -2.133 2.322 -0.1 0.4 0.9
H -2.789 -2.210 2.458 -0.1 0.2 0.1
H -5.022 -1.255 3.005 0.1 0.2 -0.1
H -5.239 1.233 3.312 0.3 -0.1 0.0
H -3.206 2.684 3.347 0.0 -0.5 0.1
H -0.955 1.659 3.194 -0.4 -0.2 0.0
H 0.678 1.527 2.400 0.4 -0.5 0.3
C -0.727 -2.999 -4.187 0.3 0.5 0.4
C -1.231 -3.348 -2.919 0.2 0.3 0.2
C -0.824 -2.583 -1.814 0.0 -0.2 -0.6
C 0.062 -1.529 -1.959 0.2 0.0 -0.7
C 0.586 -1.170 -3.208 -0.3 -0.3 0.2
C 0.176 -1.910 -4.333 -0.4 -0.4 0.5
C 0.309 -0.952 -0.578 0.7 0.8 -0.4
O 1.050 0.008 -0.343 -1.0 -1.1 0.0
N -0.428 -1.688 0.310 -0.1 0.7 0.6
C -1.160 -2.667 -0.332 -0.3 -0.3 0.0
O -1.939 -3.460 0.183 0.6 0.6 -0.1
H -1.025 -3.568 -5.076 0.1 0.2 0.4
H -1.918 -4.184 -2.765 0.2 0.3 -0.2
H 1.292 -0.337 -3.280 -0.3 -0.3 0.0
H 0.545 -1.662 -5.335 -0.1 -0.1 0.5
```
Forces are in eV/Å.

Values from the calculation:
Multiplicity = 1

Taken from the natural (NBO) analysis, the atomic charges in e are:
1 F -0.329
2 C 0.392
3 C -0.224
4 C -0.205
5 C -0.126
6 C -0.135
7 C 0.131
8 C -0.095
9 C -0.118
10 C -0.228
11 C -0.146
12 C -0.229
13 C -0.140
14 C -0.194
15 H 0.239
16 H 0.227
17 H 0.225
18 H 0.257
19 H 0.243
20 H 0.228
21 H 0.222
22 H 0.226
23 H 0.218
24 H 0.239
25 C -0.211
26 C -0.174
27 C -0.152
28 C -0.057
29 C -0.208
30 C -0.205
31 C 0.649
32 O -0.621
33 N -0.633
34 C 0.657
35 O -0.616
36 H 0.217
37 H 0.229
38 H 0.232
39 H 0.217


Entry 2:
A molecular structure, C21H14N14O6S2Sn at a distorted geometry, computed with wB97M-V/def2-TZVPD.

Geometry as XYZ:
```
58
Properties=species:S:1:pos:R:3:forces:R:3
Sn 0.081 -0.067 0.507 0.9 -0.1 0.7
N -2.574 -1.533 2.360 0.0 -0.1 0.0
C -2.123 -0.312 2.766 -0.1 0.0 -0.1
N -2.653 0.367 3.752 0.0 0.0 0.0
N -1.941 1.517 3.790 0.0 0.0 0.0
N -1.038 1.545 2.897 0.1 -0.1 0.1
N -1.093 0.353 2.208 -0.5 0.1 -0.3
C -2.086 -2.227 1.292 0.0 0.0 0.1
N -2.584 -3.370 0.889 -0.1 -0.1 0.0
N -1.808 -3.734 -0.153 0.0 -0.1 0.0
N -0.901 -2.878 -0.383 0.1 0.1 0.0
N -1.026 -1.871 0.542 -0.1 0.1 -0.2
H -3.354 -1.933 2.857 0.0 0.0 0.0
S 3.313 -1.302 3.618 0.0 0.0 0.0
C 2.047 -0.501 2.820 0.0 -0.1 0.0
N 1.625 -1.070 1.726 0.0 0.1 0.0
C 2.341 -2.232 1.430 0.0 0.0 0.0
C 2.166 -3.060 0.321 0.0 0.0 0.0
C 2.981 -4.164 0.206 0.0 0.0 0.0
C 3.961 -4.452 1.166 0.0 0.0 0.0
C 4.145 -3.636 2.261 0.0 0.0 0.0
C 3.322 -2.518 2.380 0.0 0.0 0.0
H 1.632 0.429 3.186 0.0 0.0 0.0
H 1.402 -2.860 -0.417 0.0 0.0 0.0
H 2.857 -4.824 -0.641 0.0 0.0 0.0
H 4.583 -5.329 1.047 0.0 0.0 0.0
H 4.903 -3.852 3.000 0.0 0.0 0.0
C 1.766 -2.159 -5.649 0.0 0.0 0.0
C 0.938 -1.716 -4.484 0.0 0.0 0.0
C -0.404 -2.058 -4.354 0.0 0.0 0.0
C -1.071 -1.618 -3.229 0.0 0.0 0.0
N -0.465 -0.876 -2.304 -0.1 0.0 0.0
C 0.818 -0.613 -2.520 -0.1 0.3 0.0
S 1.577 0.418 -1.294 -0.2 -0.4 -0.2
N 1.556 -0.982 -3.551 0.0 -0.1 0.0
H 1.148 -2.534 -6.462 0.0 0.0 0.0
H 2.444 -2.953 -5.331 0.0 0.0 0.0
H 2.379 -1.332 -6.003 0.0 0.0 0.0
H -0.906 -2.650 -5.105 0.0 0.0 0.0
H -2.111 -1.861 -3.047 0.0 0.0 0.0
O 1.963 3.606 1.664 0.0 0.0 0.0
C 1.062 2.922 1.242 -0.2 0.0 0.2
O 1.102 1.613 1.207 0.2 0.1 -0.3
C -0.224 3.565 0.774 0.0 0.0 0.0
C -0.627 4.753 1.372 0.0 0.0 0.0
C -1.838 5.306 1.009 0.0 0.0 0.0
C -2.673 4.746 0.059 0.0 0.0 0.0
C -2.229 3.583 -0.529 0.0 0.0 0.0
C -1.024 2.992 -0.197 0.0 0.0 0.0
N -3.071 2.914 -1.537 0.0 0.0 0.0
O -2.846 1.737 -1.751 0.0 0.0 0.0
O -3.931 3.572 -2.078 0.0 0.0 0.0
N -2.278 6.555 1.671 0.0 0.0 0.0
O -1.537 7.039 2.497 0.0 0.0 0.0
O -3.351 7.011 1.336 0.0 0.0 0.0
H -0.006 5.221 2.121 0.0 0.0 0.0
H -3.616 5.199 -0.205 0.0 0.0 0.0
H -0.724 2.112 -0.749 0.0 0.0 0.0
```
Forces are in eV/Å.

Values from the calculation:
Multiplicity = 1

Taken from the natural (NBO) analysis, the atomic charges in e are:
1 Sn 2.046
2 N -0.574
3 C 0.481
4 N -0.350
5 N -0.036
6 N -0.105
7 N -0.585
8 C 0.484
9 N -0.349
10 N -0.040
11 N -0.112
12 N -0.581
13 H 0.446
14 S 0.509
15 C -0.054
16 N -0.591
17 C 0.185
18 C -0.231
19 C -0.177
20 C -0.193
21 C -0.203
22 C -0.249
23 H 0.279
24 H 0.251
25 H 0.227
26 H 0.226
27 H 0.231
28 C -0.650
29 C 0.284
30 C -0.312
31 C 0.122
32 N -0.510
33 C 0.264
34 S -0.057
35 N -0.479
36 H 0.220
37 H 0.239
38 H 0.242
39 H 0.231
40 H 0.217
41 O -0.583
42 C 0.810
43 O -0.881
44 C -0.131
45 C -0.114
46 C 0.025
47 C -0.161
48 C 0.013
49 C -0.118
50 N 0.533
51 O -0.385
52 O -0.349
53 N 0.534
54 O -0.354
55 O -0.366
56 H 0.278
57 H 0.283
58 H 0.222


Entry 3:
A molecular structure, C21H15BrMoN3O4Se at a distorted geometry, computed with wB97M-V/def2-TZVPD.

Geometry as XYZ:
```
46
Properties=species:S:1:pos:R:3:forces:R:3
Mo 0.281 0.149 -0.363 -2.6 -0.7 -0.1
Br -0.267 -0.042 2.346 -0.1 -0.4 -0.2
C -1.174 -1.754 2.257 0.1 0.2 0.0
C -1.623 -2.384 3.376 0.1 0.2 0.0
C -2.277 -3.622 3.218 0.0 -0.1 -0.1
C -2.472 -4.155 1.973 0.0 -0.1 0.0
C -2.016 -3.487 0.813 0.1 0.2 0.0
C -2.210 -3.985 -0.499 0.0 0.1 -0.2
C -1.768 -3.290 -1.594 -0.4 -0.2 0.0
C -1.075 -2.080 -1.428 0.5 0.2 0.2
C -0.827 -1.561 -0.168 0.6 -0.8 -0.3
C -1.328 -2.259 0.960 0.0 0.1 0.2
H -1.485 -1.950 4.358 0.0 0.0 0.0
H -2.629 -4.141 4.098 0.0 0.0 0.0
H -2.983 -5.103 1.858 0.0 0.0 0.0
H -2.715 -4.934 -0.632 0.0 0.0 0.0
H -1.926 -3.682 -2.589 0.0 0.0 0.0
H -0.675 -1.582 -2.311 0.0 -0.1 0.0
C -2.275 3.537 -0.410 -0.1 0.1 -0.1
C -1.677 2.367 -0.008 0.0 -0.1 0.1
N -1.232 1.452 -0.893 0.0 0.8 -0.2
C -1.402 1.700 -2.209 0.0 0.0 0.0
C -1.964 2.865 -2.696 0.0 0.0 0.1
C -2.410 3.805 -1.763 0.1 -0.2 0.0
C -2.089 3.043 -4.152 0.0 0.0 -0.2
C -1.883 4.172 -4.827 0.0 -0.1 0.0
C -1.361 5.444 -4.291 0.3 0.2 0.3
C -0.268 5.517 -3.429 -0.1 0.0 -0.1
C 0.129 6.791 -3.048 0.0 -0.2 0.0
N -0.494 7.884 -3.465 0.0 0.4 0.1
C -1.520 7.712 -4.289 0.2 -0.3 0.1
N -1.970 6.545 -4.728 -0.3 0.0 -0.2
H -2.627 4.234 0.336 0.0 0.0 0.0
H -1.555 2.134 1.040 0.1 0.0 0.0
H -1.032 0.951 -2.896 0.1 0.0 0.0
H -2.868 4.725 -2.099 0.0 0.0 0.0
H -2.385 2.155 -4.701 -0.1 0.0 0.0
H -2.108 4.199 -5.887 0.0 -0.1 0.0
H 0.260 4.640 -3.082 0.0 0.0 0.0
H 0.980 6.941 -2.392 0.0 0.0 0.0
H -2.032 8.600 -4.639 0.0 0.0 0.0
O 1.871 0.963 0.270 0.6 -0.1 0.5
Se 2.180 1.715 -1.284 1.2 1.2 -0.6
O 3.696 1.797 -1.645 1.0 -0.2 -0.2
O 1.300 0.511 -2.100 -0.8 -0.7 0.5
O 1.291 3.028 -1.306 -0.5 0.6 0.1
```
Forces are in eV/Å.

Values from the calculation:
Charge = +1
Multiplicity = 3

Taken from the natural (NBO) analysis, the atomic charges in e are:
1 Mo 1.479
2 Br 0.231
3 C -0.038
4 C -0.212
5 C -0.182
6 C -0.153
7 C -0.068
8 C -0.102
9 C -0.216
10 C -0.170
11 C -0.312
12 C -0.026
13 H 0.249
14 H 0.243
15 H 0.236
16 H 0.235
17 H 0.241
18 H 0.230
19 C -0.220
20 C 0.072
21 N -0.504
22 C 0.100
23 C -0.074
24 C -0.068
25 C -0.219
26 C -0.137
27 C 0.162
28 C -0.299
29 C 0.082
30 N -0.427
31 C 0.262
32 N -0.440
33 H 0.252
34 H 0.225
35 H 0.229
36 H 0.252
37 H 0.229
38 H 0.244
39 H 0.243
40 H 0.209
41 H 0.194
42 O -0.885
43 Se 2.705
44 O -0.898
45 O -0.956
46 O -0.999


Entry 4:
A molecular structure, C21H15FeN6S2, computed with wB97M-V/def2-TZVPD.

Geometry as XYZ:
```
45
Properties=species:S:1:pos:R:3:forces:R:3
Fe -0.356 -0.009 -0.132 -0.5 -0.1 -0.3
N -1.051 4.099 -0.471 0.0 0.0 0.0
C -0.897 2.837 -0.788 0.1 0.0 0.0
N -0.692 1.883 0.106 0.1 0.2 0.2
C -0.650 2.221 1.479 0.0 -0.2 0.0
N -0.568 1.278 2.369 0.0 0.2 0.0
N -0.525 0.059 1.752 -0.3 0.0 0.0
C -0.926 -1.013 2.327 0.1 0.1 0.0
C -0.964 -2.192 1.462 0.1 -0.2 -0.2
C -1.322 -3.446 1.897 0.0 0.0 0.1
C -1.355 -4.491 0.973 0.0 0.0 -0.1
C -1.038 -4.236 -0.347 0.0 0.0 0.1
C -0.696 -2.942 -0.723 0.1 0.0 0.0
N -0.655 -1.943 0.155 0.1 0.0 0.1
C -0.745 3.615 1.856 0.0 0.0 -0.1
C -0.645 4.042 3.183 0.0 0.0 0.0
C -0.759 5.384 3.478 0.0 0.0 0.0
C -0.981 6.314 2.460 0.0 0.0 0.0
C -1.084 5.911 1.143 0.0 0.0 0.0
C -0.962 4.561 0.853 0.0 0.0 0.0
H -1.225 4.768 -1.211 0.0 0.0 0.0
H -0.935 2.557 -1.834 0.0 0.0 0.0
H -1.271 -1.029 3.356 0.1 0.0 0.0
H -1.574 -3.609 2.936 0.0 0.0 0.0
H -1.631 -5.487 1.291 0.0 0.0 0.0
H -1.054 -5.018 -1.092 0.0 0.0 0.0
H -0.450 -2.694 -1.746 0.0 0.0 0.0
H -0.480 3.311 3.961 0.0 0.0 0.0
H -0.681 5.719 4.502 0.0 0.0 0.0
H -1.073 7.364 2.703 0.0 0.0 0.0
H -1.256 6.632 0.353 0.0 0.0 0.0
S -0.232 -0.007 -2.454 0.0 0.0 0.0
C 1.396 0.034 -1.898 0.1 0.0 0.0
N 1.434 0.011 -0.582 0.1 0.0 0.2
C 2.714 0.069 -0.036 0.1 0.0 -0.1
C 3.080 0.076 1.304 0.0 0.0 0.0
C 4.428 0.133 1.604 0.0 0.0 0.0
C 5.392 0.180 0.594 0.0 0.0 0.0
C 5.032 0.175 -0.741 0.0 0.0 0.0
C 3.679 0.121 -1.046 0.0 0.0 0.0
S 2.936 0.105 -2.635 0.0 0.0 0.0
H 2.332 0.041 2.086 0.0 0.0 0.0
H 4.744 0.140 2.638 0.0 0.0 0.0
H 6.439 0.222 0.860 0.0 0.0 0.0
H 5.781 0.212 -1.520 0.0 0.0 0.0
```
Forces are in eV/Å.

Values from the calculation:
Charge = +2
Multiplicity = 2

Taken from the natural (NBO) analysis, the atomic charges in e are:
1 Fe 1.082
2 N -0.491
3 C 0.385
4 N -0.612
5 C 0.432
6 N -0.309
7 N -0.299
8 C 0.153
9 C 0.122
10 C -0.175
11 C -0.094
12 C -0.211
13 C 0.120
14 N -0.483
15 C -0.171
16 C -0.119
17 C -0.181
18 C -0.122
19 C -0.244
20 C 0.233
21 H 0.449
22 H 0.250
23 H 0.250
24 H 0.257
25 H 0.260
26 H 0.264
27 H 0.243
28 H 0.252
29 H 0.250
30 H 0.251
31 H 0.242
32 S -0.066
33 C -0.108
34 N -0.464
35 C 0.163
36 C -0.250
37 C -0.161
38 C -0.180
39 C -0.187
40 C -0.232
41 S 0.546
42 H 0.224
43 H 0.239
44 H 0.246
45 H 0.249


Entry 5:
A gas-phase ion, C21H16ClF3N5O3 (charge -1) at a distorted geometry, computed with wB97M-V/def2-TZVPD.

Geometry as XYZ:
```
49
Properties=species:S:1:pos:R:3:forces:R:3
O 3.162 -0.003 1.496 0.2 0.0 -0.2
C 4.509 0.405 1.619 -2.6 -0.5 -1.6
C 5.365 -0.407 0.644 1.7 -0.2 0.3
O 5.513 0.304 -0.592 -0.6 0.3 -1.7
C 4.317 0.754 -1.252 0.2 -0.5 -0.3
N 4.156 2.238 -1.184 -0.7 -3.0 -1.3
C 4.997 3.175 -1.791 -2.9 1.5 2.5
C 4.383 4.401 -1.446 2.6 0.6 -1.5
C 3.177 4.159 -0.748 0.0 1.2 -1.1
N 2.311 5.054 -0.296 -1.5 0.8 1.4
C 1.195 4.544 0.259 -0.4 2.6 -1.5
N 0.802 3.297 0.248 0.9 -0.3 -0.1
C 1.715 2.446 -0.213 -2.0 -3.3 0.5
N 1.324 1.107 -0.123 -0.2 -1.6 0.1
C -0.015 0.606 -0.169 1.9 1.3 0.8
C -0.555 -0.425 0.570 0.7 -0.9 -1.3
N -1.730 -1.011 0.259 1.5 -1.0 2.9
C -2.527 -0.518 -0.565 -1.6 2.0 -2.4
O -3.806 -1.016 -0.740 -0.6 -1.0 0.3
C -4.410 -1.973 0.140 0.1 0.2 -1.1
C -4.456 -1.711 1.563 1.2 1.0 -1.5
C -5.180 -2.574 2.316 -1.7 -1.6 0.9
C -5.820 -3.771 1.793 2.1 2.0 -2.0
C -5.759 -4.031 0.359 2.3 2.4 1.6
C -6.277 -5.345 -0.120 1.4 2.0 0.7
F -6.026 -5.474 -1.428 -0.5 -0.9 0.1
F -5.631 -6.370 0.562 -1.8 0.7 -1.0
F -7.604 -5.238 0.098 -0.1 -2.0 -0.2
C -5.067 -3.082 -0.547 0.0 0.6 4.4
C -2.092 0.587 -1.370 0.0 0.2 0.8
Cl -3.021 1.372 -2.612 -0.3 -0.4 0.1
C -0.846 1.135 -1.106 -1.7 0.4 -2.0
C 2.933 2.812 -0.760 2.4 -0.2 0.8
H 4.494 1.507 1.374 1.1 -0.7 0.4
H 4.855 0.185 2.598 0.6 0.2 1.4
H 4.943 -1.453 0.485 0.2 1.3 0.2
H 6.480 -0.559 0.999 -2.0 0.4 -0.6
H 4.229 0.363 -2.312 1.0 0.7 0.8
H 3.437 0.302 -0.819 0.0 0.2 0.6
H 5.928 2.934 -2.298 -0.4 -0.1 0.3
H 4.784 5.408 -1.703 -0.4 -1.0 0.3
H 0.373 5.254 0.542 1.2 -0.3 0.1
H 2.041 0.510 0.400 0.2 0.2 0.5
H 0.102 -1.006 1.154 0.5 -0.4 1.2
H -3.864 -0.866 2.102 -1.2 -1.5 -1.6
H -5.319 -2.324 3.404 0.3 -0.6 -1.1
H -6.044 -4.456 2.590 -0.8 -0.6 -0.4
H -4.986 -3.180 -1.624 -0.1 -0.1 0.3
H -0.491 1.930 -1.755 -0.1 0.0 0.2
```
Forces are in eV/Å.

Values from the calculation:
Charge = -1
Multiplicity = 1

Taken from the natural (NBO) analysis, the atomic charges in e are:
1 O -0.990
2 C -0.101
3 C -0.069
4 O -0.567
5 C 0.082
6 N -0.351
7 C 0.014
8 C -0.322
9 C 0.150
10 N -0.483
11 C 0.245
12 N -0.498
13 C 0.418
14 N -0.662
15 C 0.151
16 C -0.005
17 N -0.456
18 C 0.454
19 O -0.509
20 C 0.342
21 C -0.257
22 C -0.190
23 C -0.230
24 C -0.114
25 C 0.960
26 F -0.314
27 F -0.328
28 F -0.315
29 C -0.246
30 C -0.092
31 Cl -0.008
32 C -0.193
33 C 0.016
34 H 0.140
35 H 0.134
36 H 0.173
37 H 0.153
38 H 0.159
39 H 0.232
40 H 0.229
41 H 0.217
42 H 0.162
43 H 0.477
44 H 0.212
45 H 0.258
46 H 0.214
47 H 0.228
48 H 0.250
49 H 0.232


Taking the records one at a time from the top gives energy values of -30305.216, -82646.924, -171914.705, -87005.516, -56302.628 eV.